<i>
{
  "formula": "C4H8N2",
  "method": "ωB97M-V with the def2-TZVPD basis set",
  "elements": ["C", "C", "C", "N", "C", "N", "H", "H", "H", "H", "H", "H", "H", "H"],
  "coordinates": [[-0.726, 1.107, -0.789], [0.123, -0.055, -0.444], [1.540, 0.098, -0.013], [-0.362, -1.254, -0.554], [-1.205, -0.102, 1.974], [-0.978, -0.901, 2.805], [-1.359, 1.160, 0.119], [-1.337, 0.929, -1.678], [-0.146, 2.024, -0.887], [2.187, -0.185, -0.854], [1.750, -0.547, 0.844], [1.755, 1.132, 0.255], [0.122, -2.033, -0.122], [-1.363, -1.373, -0.658]],
  "multiplicity": 1,
  "lumo_energy_ev": -0.530,
  "gap_ev": 7.934,
  "homo_ev": -8.464
}

***

<ii>
{
  "formula": "C4H8N2",
  "method": "ωB97M-V with the def2-TZVPD basis set",
  "elements": ["C", "C", "C", "C", "N", "N", "H", "H", "H", "H", "H", "H", "H", "H"],
  "coordinates": [[-0.206, -1.363, 0.189], [-0.597, -0.050, -0.539], [0.662, -0.145, 0.293], [-1.720, 0.759, -0.041], [2.909, 0.457, 0.208], [1.996, -0.098, -0.397], [-0.732, -1.562, 0.996], [0.221, -2.125, -0.439], [-0.288, -0.033, -1.668], [0.589, 0.406, 1.291], [-2.582, 0.962, -0.684], [-1.600, 1.873, 0.336], [-2.353, 0.308, 0.849], [3.701, 0.611, -0.396]],
  "multiplicity": 1,
  "lumo_energy_ev": 1.095,
  "gap_ev": 10.061,
  "homo_ev": -8.966,
  "smiles": "[H]/N=N/[C@@H]1C[C@H]1C"
}

***

Stability check: which of them is most stable? <i>.

***

<i>
{
  "formula": "C4H8N2",
  "method": "ωB97M-V with the def2-TZVPD basis set",
  "elements": ["C", "C", "C", "C", "H", "H", "H", "H", "H", "H", "H", "H", "N", "N"],
  "coordinates": [[2.185, -1.382, 0.135], [0.774, -0.976, 0.249], [-1.579, 0.861, -0.779], [-1.522, 1.716, 0.375], [2.341, -2.364, 0.661], [2.454, -1.691, -0.835], [2.889, -0.682, 0.567], [-0.037, -1.757, 0.190], [-0.901, 0.844, -1.583], [-2.547, 0.564, -1.131], [-2.489, 1.841, 0.957], [-0.796, 2.572, 0.548], [0.262, 0.173, 0.221], [-1.035, 0.280, 0.425]],
  "multiplicity": 1,
  "lumo_energy_ev": 1.264,
  "gap_ev": 9.817,
  "homo_ev": -8.552,
  "smiles": "C/C=N/N1CC1"
}

***

<ii>
{
  "formula": "C4H8N2",
  "method": "ωB97M-V with the def2-TZVPD basis set",
  "elements": ["C", "C", "N", "C", "C", "N", "H", "H", "H", "H", "H", "H", "H", "H"],
  "coordinates": [[1.737, 0.983, 0.245], [-0.404, -0.474, 0.164], [-0.864, -1.623, 0.725], [-1.223, 0.484, -0.520], [0.910, -0.179, -0.257], [-2.393, 0.364, -1.016], [-0.212, -2.240, 1.186], [-1.767, -1.967, 0.428], [-3.060, 0.965, -0.522], [-0.135, 0.923, -1.087], [1.534, -1.052, -0.478], [1.113, 1.848, 0.481], [2.283, 0.697, 1.151], [2.481, 1.271, -0.502]],
  "multiplicity": 1,
  "lumo_energy_ev": [-0.039, -0.038],
  "gap_ev": [7.326, 7.328],
  "homo_ev": [-7.366, -7.366],
  "smiles": "[H]/N=C/C(N)=C\\C"
}

***

<iii>
{
  "formula": "C4H8N2",
  "method": "ωB97M-V with the def2-TZVPD basis set",
  "elements": ["C", "C", "C", "N", "C", "N", "H", "H", "H", "H", "H", "H", "H", "H"],
  "coordinates": [[-1.772, 0.277, 0.122], [-0.559, -0.652, -0.044], [0.790, -0.016, 0.331], [1.890, -0.904, -0.007], [0.802, 1.340, -0.288], [0.675, 2.386, -0.767], [-1.496, 1.235, 0.575], [-2.565, -0.195, 0.714], [-2.203, 0.524, -0.850], [-0.671, -1.545, 0.570], [-0.476, -0.990, -1.083], [0.831, 0.131, 1.416], [1.971, -1.044, -1.009], [2.783, -0.546, 0.320]],
  "multiplicity": 1,
  "lumo_energy_ev": 0.890,
  "gap_ev": 11.252,
  "homo_ev": -10.361,
  "smiles": "CC[C@@H](N)C#N"
}

***

<iv>
{
  "formula": "C4H8N2",
  "method": "ωB97M-V with the def2-TZVPD basis set",
  "elements": ["C", "C", "C", "C", "N", "N", "H", "H", "H", "H", "H", "H", "H", "H"],
  "coordinates": [[-0.636, 1.286, 1.787], [-0.227, -2.185, -0.724], [0.066, 1.321, 0.633], [-0.198, -1.123, 0.088], [1.053, 0.341, -1.483], [0.266, 0.236, -0.303], [-0.837, 2.285, 2.252], [-1.277, 0.422, 2.055], [-0.594, -3.073, -0.435], [0.102, -2.204, -1.736], [0.440, 2.236, 0.308], [-0.242, -1.234, 1.130], [0.406, 0.553, -2.178], [1.679, 1.140, -1.394]],
  "multiplicity": 1,
  "lumo_energy_ev": 1.019,
  "gap_ev": 8.750,
  "homo_ev": -7.731,
  "smiles": "C=CN(N)C=C"
}

***

Stability check: which of them is most stable? <iii>.

***

<i>
{
  "formula": "C4H8N2",
  "method": "ωB97M-V with the def2-TZVPD basis set",
  "elements": ["C", "C", "C", "C", "H", "H", "H", "H", "H", "H", "H", "H", "N", "N"],
  "coordinates": [[2.142, -0.681, 0.525], [-1.041, 1.103, 0.213], [-1.754, 0.120, -0.751], [-0.631, -0.826, -0.579], [2.018, -1.676, -0.024], [3.201, -0.601, 0.773], [-0.873, 2.276, 0.032], [-1.432, 1.101, 1.260], [-1.891, 0.582, -1.721], [-2.657, -0.380, -0.260], [-0.325, -1.292, -1.597], [-0.776, -1.694, 0.106], [1.361, 0.305, 0.620], [0.131, 0.179, 0.092]],
  "multiplicity": 1,
  "lumo_energy_ev": 1.090,
  "gap_ev": 9.102,
  "homo_ev": -8.013,
  "smiles": "C=NN1CCC1"
}

***

<ii>
{
  "formula": "C4H8N2",
  "method": "ωB97M-V with the def2-TZVPD basis set",
  "elements": ["C", "C", "C", "N", "C", "N", "H", "H", "H", "H", "H", "H", "H", "H"],
  "coordinates": [[-0.543, 1.040, -1.062], [0.166, -0.023, -0.643], [1.537, 0.107, -0.036], [-0.303, -1.325, -0.707], [-1.251, 0.111, 1.847], [-1.021, -0.736, 2.597], [-1.335, 0.821, 1.030], [-1.529, 0.925, -1.509], [-0.111, 2.034, -1.047], [2.304, -0.228, -0.742], [1.618, -0.508, 0.869], [1.743, 1.144, 0.239], [0.022, -1.940, 0.028], [-1.296, -1.424, -0.866]],
  "multiplicity": 1,
  "lumo_energy_ev": 0.951,
  "gap_ev": 9.652,
  "homo_ev": -8.700,
  "smiles": "C=C(C)N.C#N"
}

***

Stability check: which of them is most stable? <ii>.

***

<i>
{
  "formula": "C4H8N2",
  "method": "ωB97M-V with the def2-TZVPD basis set",
  "elements": ["C", "C", "N", "C", "C", "N", "H", "H", "H", "H", "H", "H", "H", "H"],
  "coordinates": [[-1.231, -0.091, 0.689], [0.629, 0.726, -1.201], [0.639, -1.525, 1.529], [1.045, 0.016, -0.184], [0.348, 1.565, -2.151], [0.233, -0.346, 0.886], [0.456, -1.443, 2.525], [0.145, -2.345, 1.170], [2.064, -0.340, -0.105], [-1.668, -0.797, -0.030], [-1.387, 0.931, 0.354], [-1.708, -0.222, 1.660], [0.506, 2.630, -2.048], [-0.070, 1.241, -3.095]],
  "multiplicity": 1,
  "lumo_energy_ev": 0.992,
  "gap_ev": 8.838,
  "homo_ev": -7.846,
  "smiles": "C=C=CN(C)N"
}

***

<ii>
{
  "formula": "C4H8N2",
  "method": "ωB97M-V with the def2-TZVPD basis set",
  "elements": ["C", "C", "C", "C", "H", "H", "H", "H", "H", "H", "H", "H", "N", "N"],
  "coordinates": [[0.119, 0.576, -0.528], [-0.444, -0.210, 0.463], [0.336, -0.964, 1.447], [-0.489, -1.745, 0.527], [-0.116, 2.555, -1.506], [-0.375, 2.432, 0.371], [1.252, 0.644, -2.198], [-1.518, 0.197, 0.640], [0.456, -0.917, 2.619], [1.361, -0.848, 0.954], [-0.341, -2.229, -0.348], [-1.515, -1.711, 1.230], [-0.261, 1.878, -0.507], [0.785, 0.112, -1.382]],
  "multiplicity": 1,
  "lumo_energy_ev": 0.941,
  "gap_ev": 9.865,
  "homo_ev": -8.924,
  "smiles": "[H]/N=C(\\N)C1CC1"
}

***

Stability check: which of them is most stable? <i>.

***

<i>
{
  "formula": "C5H14NO",
  "method": "ωB97M-V with the def2-TZVPD basis set",
  "elements": ["C", "C", "C", "C", "C", "O", "N", "H", "H", "H", "H", "H", "H", "H", "H", "H", "H", "H", "H", "H", "H"],
  "coordinates": [[0.000, 2.464, -0.019], [0.258, 0.975, 0.098], [-0.913, 0.076, -0.347], [-0.683, -1.442, -0.490], [-0.609, -2.221, 0.866], [0.421, -1.577, 1.590], [1.477, 0.670, -0.842], [-0.223, 2.702, -1.063], [0.790, 3.027, 0.492], [-0.913, 2.750, 0.530], [0.616, 0.662, 1.085], [-1.258, 0.423, -1.323], [-1.622, 0.303, 0.476], [0.183, -1.597, -1.089], [-1.611, -1.666, -1.039], [-1.530, -1.796, 1.358], [-0.698, -3.303, 0.846], [1.007, -2.187, 2.034], [1.732, -0.365, -0.750], [2.357, 1.203, -0.585], [1.217, 0.898, -1.826]],
  "s_squared": 0.75,
  "multiplicity": 2,
  "lumo_energy_ev": [0.775, 0.638],
  "gap_ev": [4.053, 11.055],
  "homo_ev": [-3.277, -10.418]
}

***

<ii>
{
  "formula": "C5H14NO",
  "method": "ωB97M-V with the def2-TZVPD basis set",
  "elements": ["C", "C", "C", "C", "C", "N", "H", "H", "H", "H", "H", "H", "H", "H", "H", "H", "H", "H", "H", "H", "O"],
  "coordinates": [[-0.985, 0.435, 1.877], [-0.125, -0.806, 1.647], [0.859, -0.873, 0.479], [0.312, -0.694, -0.922], [1.128, -0.819, -1.990], [-1.063, -0.197, -1.055], [-1.166, 0.759, 2.907], [-0.570, 1.325, 1.408], [-2.023, 0.177, 1.601], [0.514, -0.968, 2.524], [-0.652, -1.769, 1.794], [1.540, -1.718, 0.439], [1.516, 0.052, 0.561], [0.897, -0.643, -3.027], [2.161, -1.038, -1.754], [-1.096, 0.873, -0.924], [-1.503, -0.286, -1.961], [-1.625, -0.506, -0.271], [0.559, 2.791, -1.719], [1.012, 1.836, -0.478], [0.310, 2.069, -1.134]],
  "s_squared": 0.75,
  "multiplicity": 2,
  "lumo_energy_ev": [0.887, 0.500],
  "gap_ev": [4.063, 8.893],
  "homo_ev": [-3.175, -8.393]
}

***

Stability check: which of them is most stable? <i>.

***

<i>
{
  "formula": "C5H14NO",
  "method": "ωB97M-V with the def2-TZVPD basis set",
  "elements": ["C", "C", "C", "C", "C", "N", "H", "H", "H", "H", "H", "H", "H", "H", "H", "H", "H", "H", "H", "H", "O"],
  "coordinates": [[0.107, 1.282, 0.811], [-1.345, 1.036, 0.449], [-1.944, -0.369, 0.428], [-0.834, -0.867, -1.783], [-1.546, -1.247, -0.726], [0.998, 0.026, 0.745], [0.595, 1.958, 0.117], [0.225, 1.550, 1.850], [-1.560, 1.484, -0.529], [-1.962, 1.635, 1.123], [-1.755, -0.895, 1.372], [-3.024, -0.249, 0.417], [-0.543, 0.157, -1.966], [-0.541, -1.628, -2.495], [-2.025, -2.220, -0.729], [0.849, -0.463, 1.673], [1.984, 0.270, 0.518], [0.663, -0.643, 0.042], [3.686, -0.617, -1.125], [4.366, -0.191, 0.186], [3.603, -0.007, -0.380]],
  "s_squared": 0.75,
  "multiplicity": 2,
  "lumo_energy_ev": [0.918, 0.593],
  "gap_ev": [3.832, 10.616],
  "homo_ev": [-2.913, -10.023]
}

***

<ii>
{
  "formula": "C5H14NO",
  "method": "ωB97M-V with the def2-TZVPD basis set",
  "elements": ["C", "O", "C", "H", "H", "H", "H", "H", "C", "C", "C", "N", "H", "H", "H", "H", "H", "H", "H", "H", "H"],
  "coordinates": [[1.796, 1.761, -0.390], [1.094, 0.632, -0.137], [3.300, 1.479, -0.432], [1.580, 2.441, 0.463], [1.463, 2.314, -1.281], [3.965, 2.337, -0.514], [3.487, 0.832, -1.296], [3.625, 0.868, 0.411], [-1.717, -0.139, -0.850], [-1.236, -1.232, 0.124], [-1.011, -0.823, 1.572], [-2.177, -2.365, 0.136], [-1.040, 0.704, -0.876], [-1.745, -0.570, -1.854], [-2.727, 0.201, -0.613], [-0.268, -1.586, -0.241], [-0.751, -1.707, 2.152], [-0.209, -0.088, 1.589], [-1.901, -0.391, 2.041], [-2.595, -2.534, -0.767], [-2.930, -2.133, 0.763]],
  "s_squared": 0.75,
  "multiplicity": 2,
  "lumo_energy_ev": [0.966, -1.656],
  "gap_ev": [9.835, 7.209],
  "homo_ev": [-8.868, -8.866]
}

***

Stability check: which of them is most stable? <ii>.